# 1
Below is an isolated molecule of C18H20N4O2, with properties calculated with ωB97M-V with the def2-TZVPD basis set.

The geometry in XYZ format:
```
44
Properties=species:S:1:pos:R:3
C 0.3155 1.3776 3.5143
H 1.0382 1.2953 4.3247
O 0.4663 0.2042 2.7530
C -0.3101 0.0558 1.6451
C -1.2503 0.9705 1.2101
C -1.9912 0.7413 0.0517
C -1.7767 -0.4165 -0.6698
C -0.8467 -1.3536 -0.2388
C -0.1099 -1.1370 0.9121
O 0.8190 -1.9898 1.4273
C 0.9904 -3.2449 0.8122
C 1.6752 -3.1970 -0.5350
C 2.3726 -2.0590 -0.9145
C 3.0092 -1.9940 -2.1404
C 2.9565 -3.0781 -2.9974
C 2.2745 -4.2204 -2.6175
C 1.6298 -4.3009 -1.3905
C 0.9059 -5.5557 -1.0029
H 1.2714 -5.9329 -0.0489
H 1.0474 -6.3249 -1.7578
H -0.1641 -5.3717 -0.9006
H 2.2422 -5.0694 -3.2857
H 3.4492 -3.0388 -3.9576
H 3.5467 -1.1008 -2.4220
H 2.4151 -1.2190 -0.2372
H 1.6155 -3.8085 1.5154
H 0.0226 -3.7595 0.7327
H -0.6940 -2.2451 -0.8256
H -2.3365 -0.6065 -1.5740
C -2.9467 1.8041 -0.4247
N -2.2541 2.8798 -1.1248
C -1.6313 3.8365 -0.3922
N -1.8500 4.1346 0.8754
C -1.0565 5.2067 1.0897
N -0.3635 5.5910 0.0528
N -0.7264 4.7067 -0.9083
H -0.3567 4.7836 -1.8408
H -1.0002 5.6980 2.0392
H -1.7596 2.5875 -1.9565
H -3.6816 1.3843 -1.1157
H -3.4586 2.2672 0.4199
H -1.4279 1.8850 1.7524
H -0.6925 1.4589 3.9335
H 0.5322 2.2739 2.9240
```

Summary:
E = -29045.5319 eV
Energy relative to the best compared isomer or geometry (same formula, charge and spin) = 1.330 eV
Kohn-Sham gap = 8.7 eV
HOMO energy = -8.0 eV
SMILES = COc1cc(CNc2ncn[nH]2)ccc1OCc1ccccc1C

---

# 2
Below is an isolated molecule of C18H20O6, with properties calculated with ωB97M-V with the def2-TZVPD basis set.

The geometry in XYZ format:
```
44
Properties=species:S:1:pos:R:3
C -1.1177 1.9691 -0.8148
H -1.1786 1.4375 -1.7697
O -1.8915 1.3400 0.1770
C -3.2098 1.0642 -0.0838
C -3.8955 1.5935 -1.1703
C -5.2357 1.3194 -1.3793
C -5.9171 0.5030 -0.4981
C -5.2442 -0.0455 0.5766
C -3.8964 0.2127 0.7999
O -3.3839 -0.3999 1.9158
C -1.9943 -0.5451 2.0935
C -1.3198 -1.1714 0.9150
C -1.8042 -2.0244 -0.0437
C -0.7466 -2.2345 -0.9473
C 0.3120 -1.4945 -0.4758
C 1.6450 -1.3112 -1.0428
O 2.0417 -1.8683 -2.0380
O 2.3707 -0.4336 -0.3324
C 3.6813 -0.1689 -0.8172
H 4.3023 -1.0640 -0.7045
H 3.6415 0.0823 -1.8824
C 4.2593 1.0085 -0.0198
H 3.5591 1.8483 -0.0991
O 5.4947 1.4065 -0.5828
C 6.5702 1.0057 0.2568
C 5.9812 0.1113 1.3490
H 5.9973 -0.9332 1.0374
H 6.5216 0.2035 2.2880
C 4.5455 0.6250 1.4349
H 4.4964 1.5097 2.0700
H 3.8376 -0.1148 1.7995
H 7.0250 1.9067 0.6888
H 7.3190 0.4960 -0.3553
O -0.0459 -0.8519 0.6618
H -0.7467 -2.8397 -1.8301
H -2.7918 -2.4352 -0.0925
H -1.9056 -1.1922 2.9751
H -1.5082 0.4135 2.3105
H -5.7460 -0.6951 1.2761
H -6.9631 0.2852 -0.6469
H -5.7391 1.7512 -2.2304
H -3.3814 2.2425 -1.8609
H -0.0925 1.9318 -0.4477
H -1.4137 3.0136 -0.9560
```

Summary:
E = -31274.0476 eV
Energy relative to the best compared isomer or geometry (same formula, charge and spin) = 2.532 eV
Kohn-Sham gap = 9.0 eV
HOMO energy = -8.4 eV
SMILES = COc1ccccc1OCc1ccc(C(=O)OC[C@H]2CCCO2)o1

---

# 3
Below is a structure of composition C18H21AsBr2ErNO7P2S5, with properties calculated with ωB97M-V with the def2-TZVPD basis set.

The geometry in XYZ format:
```
58
Properties=species:S:1:pos:R:3
Er 0.9464 -0.8578 0.8968
S 2.6667 -1.1980 -2.3946
As 3.0266 -2.4022 -0.6703
S 3.5817 -1.0770 0.9766
S 1.0457 -3.3363 -0.1658
S 4.4437 -3.9218 -1.0537
C -3.6238 -3.2332 1.8894
C -2.2960 -2.5970 1.4910
O -2.0596 -2.9115 0.1410
P -2.3738 -0.7638 1.6343
O -2.7916 -0.4713 3.1295
O -3.6473 -0.2490 0.8205
O -1.1477 -0.0564 1.1606
P -0.9911 -2.9716 2.7737
O -0.4548 -4.4353 2.4896
O -1.6837 -2.8777 4.0937
O 0.1178 -1.9505 2.5805
H -4.3877 -2.9428 1.1661
H -3.9254 -2.9293 2.8880
H -3.5083 -4.3179 1.8669
H -1.1053 -2.9486 -0.0829
H -2.4335 -1.1860 3.7280
H -3.3726 -0.1594 -0.1158
H 0.1862 -4.4160 1.7383
Br 2.9385 -3.5935 3.8038
C 2.2100 -2.2214 4.9228
Br 2.3590 -0.4162 4.2112
H 2.7700 -2.2285 5.8459
H 1.1549 -2.4090 5.0683
C 1.0025 4.2034 -2.3674
C 1.3172 2.8312 -2.4933
C 1.3805 2.0349 -1.3812
C 1.1450 2.5402 -0.0741
C 1.1831 1.6537 1.0628
C 0.9849 2.2871 2.2756
C 0.7703 3.6790 2.4250
C 0.7027 4.4951 1.3321
C 0.8816 3.9372 0.0428
C 0.7971 4.7402 -1.1260
H 0.9413 4.8271 -3.2546
H 1.5300 2.4088 -3.4710
H 1.6555 0.9917 -1.5016
H 0.9598 1.7068 3.1955
H 0.6397 4.0908 3.4223
H 0.5183 5.5613 1.4304
H 0.5742 5.7980 -1.0129
S -1.3915 -0.5396 -1.8253
C -0.8544 0.0302 -3.3036
N -1.2976 1.2384 -3.7668
C -0.8599 1.8397 -4.9015
C 0.0658 1.2305 -5.6777
C 0.5593 -0.0338 -5.2658
C 0.1106 -0.6212 -4.1227
H -1.9340 1.7218 -3.1507
H -1.2865 2.8069 -5.1245
H 0.4328 1.7179 -6.5693
H 1.3182 -0.5346 -5.8548
H 0.5082 -1.5634 -3.7755
```

Summary:
Multiplicity = 4
E = -336140.9223 eV
Kohn-Sham gap (alpha / beta) = 5.6 / 5.6 eV
HOMO energy (alpha / beta) = -1.7 / -1.7 eV
⟨S²⟩ = 3.753
Charge = -2

---

> The lowest E belongs to which entry?

C18H21AsBr2ErNO7P2S5